No. 1
Computed, not measured: a molecular structure, C24H44Cl3N4O3SSiYb, with ωB97M-V/def2-TZVPD.

relative energy (zero: lowest compared OMol25 entry of this formula, charge and spin)	0.00	kcal per mole
spin multiplicity	2
<S²>	0.75

Last column: Mulliken spin population.
Geometry (Å):
C (3.972, 3.602, 1.899)  0.00
C (2.491, 3.448, 1.588)  0.00
H (4.107, 4.599, 2.368)  0.00
H (4.494, 3.653, 0.930)  0.00
H (4.379, 2.731, 2.449)  0.00
C (1.902, 4.523, 0.932)  0.00
C (2.487, 5.859, 0.960)  0.00
H (1.093, 4.510, 0.217)  0.00
H (3.241, 6.012, 0.200)  0.00
H (2.937, 6.243, 1.861)  0.00
H (1.712, 6.569, 0.715)  0.00
Yb (-0.839, -1.725, -1.624)  1.01
Cl (-0.046, -1.958, 1.088)  0.00
Cl (0.466, -3.384, -3.084)  0.00
H (-1.164, -6.849, -2.341)  0.00
H (0.367, -7.234, 0.248)  0.00
C (-0.563, -5.964, -2.286)  0.00
C (0.782, -6.330, -0.177)  0.00
N (-0.224, -5.588, -0.911)  0.00
H (-0.971, -5.147, -2.872)  0.00
C (-0.781, -4.495, -0.410)  0.00
O (-1.781, -3.939, -0.906)  0.00
H (1.209, -5.694, 0.606)  0.00
H (-0.263, -4.036, 0.458)  0.00
H (0.353, -6.255, -2.785)  0.00
H (1.557, -6.635, -0.880)  0.00
H (1.285, 2.273, -2.944)  0.00
H (-0.602, 4.148, -2.198)  0.00
C (0.472, 2.023, -3.623)  0.00
C (-1.216, 3.586, -2.912)  0.00
N (-0.814, 2.211, -3.023)  0.00
H (0.617, 0.998, -3.888)  0.00
C (-1.715, 1.208, -2.893)  0.00
O (-1.472, -0.006, -3.072)  0.00
H (-2.228, 3.662, -2.558)  0.00
H (-2.702, 1.513, -2.533)  0.00
H (0.588, 2.611, -4.529)  0.00
H (-1.165, 4.113, -3.877)  0.00
O (2.417, 1.704, 0.304)  0.00
C (1.783, 1.931, 1.542)  0.00
C (-0.454, 2.632, 0.616)  0.00
C (0.243, 1.865, 1.530)  0.00
H (0.091, 2.873, -0.327)  0.00
C (-1.817, 2.971, 0.761)  0.00
H (2.120, 1.248, 2.384)  0.00
C (-0.558, 1.162, 2.521)  0.00
H (-2.310, 3.636, 0.025)  0.00
C (-2.541, 2.452, 1.843)  0.00
C (-1.941, 1.471, 2.665)  0.00
H (-0.142, 0.319, 3.056)  0.00
H (-3.549, 2.864, 2.108)  0.00
H (-2.505, 0.948, 3.395)  0.00
Si (3.166, 0.509, -0.580)  0.00
Cl (0.516, 0.282, -1.030)  0.00
C (3.335, 0.166, -2.490)  0.00
C (3.105, -1.392, -0.021)  0.00
C (4.820, 1.303, -0.022)  0.00
H (2.447, 0.436, -3.053)  0.00
H (3.505, -0.916, -2.691)  0.00
H (4.190, 0.676, -2.930)  0.00
H (4.811, 2.326, -0.443)  0.00
H (5.704, 0.780, -0.405)  0.00
H (4.909, 1.389, 1.081)  0.00
H (2.159, -1.611, 0.529)  0.00
H (3.947, -1.748, 0.586)  0.00
H (3.110, -2.005, -0.955)  0.00
S (-2.827, -0.044, -0.085)  0.00
C (-3.587, -1.199, 0.937)  0.00
N (-3.484, -2.532, 0.742)  0.00
C (-3.816, -3.526, 1.781)  0.00
C (-4.990, -3.048, 2.624)  0.00
C (-4.718, -1.636, 3.138)  0.00
N (-4.330, -0.781, 1.994)  0.00
H (-2.908, -2.882, -0.059)  0.00
H (-2.926, -3.664, 2.447)  0.00
H (-4.049, -4.469, 1.251)  0.00
H (-5.148, -3.714, 3.463)  0.00
H (-5.887, -3.035, 2.000)  0.00
H (-3.876, -1.677, 3.872)  0.00
H (-5.610, -1.170, 3.584)  0.00
H (-4.368, 0.250, 2.115)  0.00

No. 2
Computed, not measured: a molecular structure, C24H44ClCuN3O7P3S2, with ωB97M-V/def2-TZVPD.

spin multiplicity	1
calculated total energy	-151086.137	eV

Last column: Löwdin charge in e.
Geometry (Å):
C (4.969, -1.837, -2.502)  -0.13
C (5.694, -0.405, -2.418)  -0.26
C (6.118, 0.038, -0.938)  -0.19
C (4.992, -0.187, 0.184)  -0.22
N (3.580, 0.070, -0.319)  -0.15
C (2.695, -0.348, 0.819)  -0.26
C (2.244, -1.881, 0.793)  -0.17
C (1.331, -2.307, -0.451)  -0.18
C (0.158, -1.286, -0.833)  -0.10
C (-1.260, -1.585, -0.073)  -0.31
C (-1.012, -2.191, 1.411)  -0.08
C (-0.844, -1.256, 2.667)  0.05
C (-0.568, -2.086, 3.957)  -0.05
C (-0.458, -3.619, 4.040)  -0.13
N (-0.652, -4.416, 2.884)  0.01
C (-0.898, -3.702, 1.687)  -0.13
O (-1.651, -0.206, 0.260)  -0.35
P (-2.944, 0.471, -0.732)  0.46
C (-4.337, 0.234, 0.600)  -0.27
C (-5.377, 1.445, 0.666)  -0.29
O (-5.254, 2.293, 1.850)  -0.13
C (-2.449, 2.100, 0.214)  -0.32
O (-2.958, 3.314, -0.424)  -0.26
O (-1.930, 4.229, -0.417)  -0.09
P (-1.671, 1.246, -2.311)  0.64
N (-1.276, 0.283, -3.527)  -0.36
O (-3.325, -1.104, -1.404)  -0.43
C (-2.474, -2.213, -0.951)  -0.49
C (-2.078, -3.191, -2.200)  -0.11
C (-3.021, -3.005, -3.475)  -0.21
O (-2.767, -3.736, -4.477)  -0.01
P (-3.769, -3.315, -0.065)  0.80
O (-4.101, -2.770, 1.520)  -0.36
Cl (-5.589, -3.089, -1.226)  0.35
C (3.463, 1.564, -0.359)  -0.97
S (3.462, 2.405, -1.830)  0.64
S (3.347, 2.622, 1.171)  0.80
C (2.102, 3.991, 0.883)  -0.49
C (2.496, 5.353, 1.680)  -0.30
C (1.224, 6.265, 2.045)  -0.13
H (5.494, -2.432, -3.344)  0.07
H (5.065, -2.467, -1.542)  0.07
H (3.874, -1.733, -2.845)  0.07
H (6.670, -0.490, -3.035)  0.10
H (5.048, 0.360, -2.964)  0.06
H (6.467, 1.140, -0.886)  0.11
H (7.036, -0.578, -0.612)  0.11
H (5.056, -1.252, 0.597)  0.12
H (5.249, 0.521, 1.059)  0.11
H (3.302, -0.182, 1.793)  0.11
H (1.750, 0.291, 0.945)  0.11
H (3.208, -2.513, 0.734)  0.11
H (1.753, -2.176, 1.797)  0.11
H (0.978, -3.390, -0.271)  0.11
H (2.032, -2.368, -1.371)  0.10
H (0.033, -1.355, -1.981)  0.10
H (0.428, -0.179, -0.650)  0.11
H (-0.910, -0.125, 2.620)  0.11
H (-0.431, -1.499, 4.937)  0.09
H (-0.219, -4.084, 5.065)  0.11
H (-1.033, -4.365, 0.750)  0.11
H (-4.029, 1.071, -1.509)  0.03
H (-3.925, -0.064, 1.627)  0.09
H (-4.935, -0.690, 0.232)  0.03
H (-5.390, 2.133, -0.242)  0.11
H (-6.432, 0.969, 0.738)  0.11
H (-4.934, 3.154, 1.483)  0.09
H (-1.298, 2.213, 0.251)  0.08
H (-2.757, 2.003, 1.328)  0.11
H (-1.259, 3.985, -1.097)  0.08
H (-2.333, 2.406, -2.890)  0.01
H (-0.417, 1.696, -1.715)  -0.02
H (-1.730, -0.616, -3.325)  -0.10
H (-2.289, -4.264, -1.809)  0.10
H (-0.967, -3.169, -2.449)  0.13
H (-3.872, -2.255, -3.589)  0.13
H (-4.562, -3.478, 2.028)  0.05
H (2.004, 4.290, -0.214)  0.06
H (1.049, 3.700, 1.267)  0.08
H (3.164, 5.967, 0.987)  0.10
H (3.075, 5.126, 2.644)  0.10
H (1.028, 6.335, 3.180)  0.08
H (1.457, 7.334, 1.702)  0.07
H (0.255, 5.956, 1.522)  0.07
Cu (-6.965, -3.114, 0.653)  0.50

No. 3
Computed, not measured: 8 unconnected molecules or ions with the total composition C24H44FNO16S2, with ωB97M-V/def2-TZVPD.

relative energy (zero: lowest compared OMol25 entry of this formula, charge and spin)	20.47	kcal per mole
spin multiplicity	1

Last column: Löwdin charge in e.
Geometry (Å):
N (0.019, -0.355, -0.768)  0.43
H (-0.565, -0.041, -1.401)  0.04
H (0.835, -0.020, -1.183)  0.12
H (0.084, -1.177, -0.482)  0.02
H (-0.206, 0.260, -0.080)  0.09
F (-0.583, 2.325, -1.373)  -0.62
C (-3.049, 0.907, 1.788)  -0.03
C (-2.981, 2.393, 1.511)  -0.38
C (-4.379, 3.027, 1.440)  -0.17
O (-4.433, 4.051, 2.307)  0.08
C (-3.343, 3.977, 3.103)  -0.44
O (-3.077, 4.673, 4.078)  0.14
O (-2.424, 3.075, 2.542)  0.08
H (-3.434, 0.247, 0.961)  0.10
H (-3.493, 0.600, 2.696)  0.07
H (-1.951, 0.667, 1.923)  0.09
H (-2.426, 2.608, 0.645)  0.12
H (-5.198, 2.198, 1.622)  0.16
H (-4.698, 3.505, 0.375)  0.17
C (-3.832, 3.202, -2.935)  -0.01
C (-3.014, 2.211, -3.892)  -0.26
C (-2.532, 1.020, -2.949)  -0.06
O (-3.148, -0.124, -3.614)  0.06
C (-3.734, 0.244, -4.709)  -0.61
O (-4.247, -0.568, -5.501)  0.09
O (-3.730, 1.539, -4.852)  0.13
H (-4.217, 3.842, -3.726)  0.07
H (-3.297, 3.653, -2.089)  0.08
H (-4.731, 2.740, -2.430)  0.09
H (-2.103, 2.663, -4.138)  0.13
H (-2.905, 0.954, -2.016)  0.07
H (-1.447, 0.642, -2.949)  0.12
C (3.953, 2.391, -1.707)  0.02
C (3.486, 1.609, -2.924)  -0.31
C (2.136, 1.997, -3.464)  -0.12
O (2.344, 2.916, -4.536)  0.06
C (3.664, 2.836, -4.916)  -0.49
O (4.168, 3.224, -5.987)  0.11
O (4.219, 2.038, -4.030)  0.09
H (4.885, 1.997, -1.598)  0.04
H (3.300, 2.235, -0.824)  0.11
H (3.839, 3.434, -1.745)  0.08
H (3.432, 0.602, -2.668)  0.11
H (1.645, 2.543, -2.748)  0.07
H (1.153, 1.388, -3.729)  0.17
C (-4.948, -4.743, 1.811)  0.00
C (-4.163, -3.649, 1.184)  -0.31
C (-3.914, -2.460, 2.183)  -0.04
O (-2.607, -2.106, 1.834)  0.09
C (-1.976, -3.042, 1.243)  -0.58
O (-0.865, -3.018, 0.792)  0.15
O (-2.881, -3.999, 0.902)  0.10
H (-5.122, -5.527, 1.315)  0.01
H (-5.838, -4.367, 2.400)  0.14
H (-4.400, -5.322, 2.422)  0.06
H (-4.536, -3.312, 0.244)  0.16
H (-4.026, -2.924, 3.171)  0.15
H (-4.528, -1.738, 2.171)  0.06
C (0.567, 0.874, 4.228)  -0.17
C (-0.199, -0.377, 4.833)  -0.17
C (0.380, -1.750, 4.302)  -0.20
S (1.590, -1.154, 3.086)  0.65
O (0.777, -1.006, 1.896)  -0.32
O (2.625, -2.115, 3.321)  -0.31
C (1.954, 0.386, 3.637)  -0.23
H (0.664, 1.753, 4.761)  0.09
H (0.183, 1.400, 3.412)  0.07
H (-1.315, -0.280, 4.492)  0.12
H (-0.282, -0.457, 5.959)  0.11
H (-0.442, -2.302, 3.664)  0.12
H (0.704, -2.569, 4.954)  0.10
H (2.143, 1.136, 2.869)  0.13
H (2.599, 0.370, 4.453)  0.09
C (6.694, -2.195, -1.675)  -0.20
C (6.051, -3.384, -1.040)  -0.16
C (5.083, -2.856, 0.144)  -0.15
S (4.523, -1.315, -0.420)  0.60
O (4.824, -0.255, 0.465)  -0.30
O (3.197, -1.451, -0.942)  -0.32
C (5.607, -1.071, -1.786)  -0.22
H (7.274, -2.482, -2.637)  0.15
H (7.354, -1.593, -1.022)  0.12
H (6.732, -4.047, -0.569)  0.11
H (5.613, -3.738, -1.796)  0.04
H (5.776, -2.591, 0.880)  0.09
H (4.249, -3.461, 0.223)  0.09
H (5.938, -0.057, -1.823)  0.09
H (4.956, -1.375, -2.572)  0.09